1.
The following is a quantum chemistry calculation of C13H27Cl2O3PZr as an isolated structure, from the OMol25 dataset.

XYZ file:
```
47
Properties=species:S:1:pos:R:3:forces:R:3
H -3.362631 1.286079 -2.657638 0.229 -0.045 -0.188
H 2.409219 -4.117272 3.426083 -0.031 0.035 0.033
H 0.803061 1.502108 -3.854967 -0.399 -0.213 0.183
H 0.906134 2.154289 3.648058 -0.073 -0.210 -0.041
C -2.865925 0.755603 -3.486193 0.541 -0.324 0.463
H 1.267710 0.468669 4.104577 -0.261 0.171 -0.251
H -1.645391 -1.047559 -3.657376 -0.346 0.402 0.167
P 0.120489 -0.300401 1.638842 0.977 0.541 2.403
C -0.400447 1.320042 5.147941 -0.194 -0.148 0.046
H 2.148083 -0.717142 -0.412665 0.062 0.109 0.305
H 0.404061 2.259855 -2.342594 -0.050 0.052 -0.193
H 3.293558 1.545300 -0.266868 -0.006 -0.176 0.085
C 1.880744 -3.179168 3.615497 0.054 -0.027 0.148
H 0.332440 -0.401189 -2.589077 -0.485 0.128 -0.319
Cl -3.050485 0.743144 0.290168 0.055 0.346 0.242
Cl -0.249286 -2.740840 -0.704619 0.416 -0.118 0.114
H -1.501998 3.241379 -3.149770 -0.127 -0.014 0.043
C -2.252456 1.744013 -4.479998 0.017 -0.314 -0.023
H -3.883877 -1.166529 -1.973444 0.348 0.046 -0.059
O -0.361416 0.766813 2.786412 0.382 -0.752 -0.982
H 4.443820 0.204491 -0.429447 -0.004 0.049 0.014
H -1.252416 1.981960 4.976373 0.082 -0.078 -0.007
H 2.628108 -2.404377 3.817829 -0.143 -0.071 -0.045
H 0.203775 1.732250 5.959313 -0.024 0.014 -0.030
C -2.842908 -1.495112 -1.865464 -0.548 -0.084 -1.553
C -0.038147 1.670447 -3.155554 0.397 0.203 0.167
H 4.203934 0.970508 1.148407 -0.143 -0.053 -0.125
H -0.610131 3.121839 -4.645321 -0.049 -0.061 0.144
O 1.627421 0.291378 1.365210 -0.189 -0.547 -0.153
C 2.617377 -0.359084 0.519976 -0.313 0.120 0.045
C 1.041423 -2.839372 2.407391 -0.141 0.083 -0.371
C -1.768692 -0.227333 -2.920112 -3.518 -1.845 -5.255
Zr -1.399594 -0.598236 -0.797333 1.347 0.524 3.515
C 3.698642 0.657314 0.228615 0.117 0.020 -0.023
H 3.040517 -1.231299 1.043325 -0.192 0.306 -0.082
H -0.765849 0.338918 5.465296 -0.034 0.144 -0.068
C -1.097707 2.523150 -3.866842 -0.026 0.300 0.198
H -1.901647 1.197125 -5.362536 0.018 -0.079 0.055
C 0.457413 1.190431 3.915368 0.304 -0.212 -0.323
H 1.258442 -3.314978 4.505718 0.090 0.094 -0.129
O 0.374940 -1.573925 2.636920 0.006 0.336 -0.439
H 0.265894 -3.597025 2.241274 0.155 0.190 0.004
C -0.507862 0.329061 -2.593899 1.818 0.582 1.776
H -3.015280 2.439146 -4.841954 0.021 -0.033 0.063
H -2.679859 -2.458960 -2.367324 -0.039 0.347 0.102
H 1.663173 -2.806680 1.501271 -0.277 0.084 0.242
H -3.636372 0.141169 -3.968870 0.177 0.179 0.105
```
Positions in Å, forces in eV/Å.

Values from the calculation:
Multiplicity = 1
DFT total energy = -2046.118559 a.u.
HOMO energy = -7.996 eV
Energy above the lowest of the compared OMol25 structures with the same formula, charge and spin = 0.0000 eV
Kohn-Sham gap = 8.430 eV



2.
The following is a quantum chemistry calculation of a 9-piece molecular cluster, C13H27Cl4N7O12 overall, from the OMol25 dataset.

XYZ file:
```
63
Properties=species:S:1:pos:R:3:forces:R:3
O -3.079783 -2.002896 3.538070 -0.618 0.070 0.470
H -4.427083 2.207434 -1.224550 -0.059 0.141 0.310
H 2.244927 -3.524546 -2.036380 -0.684 -0.019 -0.365
H 3.032337 -1.363116 0.918320 0.124 -0.586 1.032
O -2.321483 -0.087516 2.912770 -0.289 -0.531 0.034
N -2.249433 -1.298336 3.017310 -0.411 -0.749 -0.276
O -0.592083 -2.408896 -2.329630 0.174 -0.292 -0.400
Cl 1.238297 1.949354 3.784490 0.845 0.729 0.450
C 3.929147 1.088304 -1.649560 0.211 -0.626 0.062
H -0.310403 0.357634 3.341520 -0.354 0.586 -0.398
H 2.377217 -0.824026 -0.331630 -1.034 0.142 -0.491
O 5.197427 -3.705466 0.738940 -2.335 1.916 -0.363
C -3.385963 2.475834 -1.045310 -1.883 0.226 -1.103
H -0.523523 3.540654 -0.188040 -2.321 3.889 -0.587
H 2.942947 0.841134 -2.042520 0.191 0.515 -0.251
C 0.030207 1.231774 2.786580 -0.475 -0.350 -0.133
H -2.847693 1.529434 -1.097180 0.195 0.905 -0.241
Cl -1.320403 2.363444 2.380100 0.515 -0.103 1.562
N -0.546133 5.762184 -0.316780 0.211 3.220 -1.052
H 4.687957 1.359364 -2.383620 -0.252 -0.522 -0.001
H -2.264003 -3.496556 -2.627700 0.080 0.387 0.544
H 0.521107 4.321274 0.808930 0.067 0.742 0.196
C 1.376507 -0.420206 -0.287880 -2.213 3.521 1.538
N 4.205627 -2.987406 0.494620 1.329 -2.757 -1.865
C 1.632217 -2.684956 -1.708070 -1.360 -0.313 -1.214
O -1.546353 -2.975996 0.149440 -5.743 -0.867 -1.145
H -0.227483 -1.734496 2.985880 0.037 -0.011 0.072
H 2.083517 1.733754 -0.258910 -0.630 -0.777 0.272
H 0.449127 0.981534 1.811910 0.041 -0.175 0.957
H -1.761713 -1.264086 0.127580 1.153 1.804 -0.321
H -1.182893 4.389274 1.229640 -0.064 0.629 -0.583
C -1.030723 0.769014 0.096440 -2.082 -2.080 -1.454
H -3.346083 3.072164 -0.133770 0.515 -0.210 -0.083
N 0.298847 -1.221096 -0.199880 0.724 2.196 0.519
H -1.292063 -3.088186 2.489210 -0.036 0.368 0.084
H -0.093433 2.686954 -0.236590 1.244 -3.404 0.227
C 1.248217 1.056084 -0.161750 0.491 -2.678 -1.133
C 3.821167 -1.920106 1.423880 -0.624 0.069 0.379
O 0.478967 6.473724 -0.371420 -0.912 -2.052 0.471
O 3.449827 -3.155226 -0.509460 4.497 -0.419 3.828
O -4.070263 3.699684 -2.917330 2.557 -0.059 0.990
H -3.867093 -3.746186 -2.039970 -0.058 0.107 0.833
O -1.598063 6.217274 -0.790480 0.792 -2.014 1.001
Cl 4.354457 -0.447556 -0.791560 1.668 1.666 -1.624
H -2.024333 1.181724 0.190340 0.476 -0.614 0.522
O -1.889603 3.502104 -2.481190 -0.930 0.610 -0.369
C -1.114253 -2.015176 2.417580 0.933 0.027 0.653
H 1.959537 -2.445986 -0.696210 -1.349 -0.351 -1.455
O -0.097253 -3.998896 -0.941300 1.171 -1.134 -1.698
H 1.650017 -1.853156 -2.412270 0.352 -0.076 0.167
H -0.998563 -1.690536 1.383500 0.080 -0.350 1.755
N -2.524333 -2.773976 -0.640560 2.338 -1.545 -0.749
N 0.188987 -3.077676 -1.665350 1.879 -0.256 -0.385
C -0.479823 4.457704 0.399510 0.507 0.779 0.620
Cl 3.845347 2.447504 -0.556800 1.430 0.929 -0.004
O -3.087533 -1.724466 -0.768250 -2.003 0.695 0.438
H -2.428013 -4.692536 -1.368120 -0.460 -0.077 -0.166
H 4.631827 -1.209386 1.584510 0.147 -0.666 0.445
N -3.077623 3.354594 -2.245230 -1.107 -1.145 -0.213
C 0.005817 1.625184 -0.065730 1.384 -1.179 -1.525
C -0.903163 -0.636566 -0.060860 1.565 3.497 0.990
H 3.450637 -2.459256 2.295730 0.231 0.360 0.216
C -2.823603 -3.741606 -1.724990 0.132 -1.737 0.013
```
Positions in Å, forces in eV/Å.

Values from the calculation:
Structure (SMILES) = C[N+](=O)[O-].C[N+](=O)[O-].C[N+](=O)[O-].C[N+](=O)[O-].C[N+](=O)[O-].C[N+](=O)[O-].c1ccncc1.ClCCl.ClCCl
Multiplicity = 1
DFT total energy = -3637.525574 a.u.
HOMO energy = -9.783 eV
Energy above the lowest of the compared OMol25 structures with the same formula, charge and spin = 0.0000 eV
Kohn-Sham gap = 8.698 eV



3.
The following is a quantum chemistry calculation of C13H27N14O2PdS as an isolated structure, from the OMol25 dataset.

XYZ file:
```
58
Properties=species:S:1:pos:R:3:forces:R:3
N -2.601015 -0.335306 -1.101244 0.812 0.081 1.277
N 0.209422 3.760724 0.095135 0.972 -0.801 0.848
H 3.189179 -3.208542 1.424644 0.064 -0.051 -0.101
H -4.622582 -0.242549 -0.700849 0.144 0.048 -0.059
O -1.685831 4.608024 -0.717916 -0.424 0.117 -0.216
H -4.128759 0.076113 -2.384354 -0.042 0.052 0.145
N 2.453872 3.878701 1.704814 0.122 -0.638 0.444
H 3.552626 -2.277722 2.877742 0.106 -0.012 0.122
C 0.982686 -0.512075 5.288378 0.333 -0.655 0.159
H -2.713996 -2.951982 -0.585720 0.059 -0.052 0.025
N 2.956400 -0.461582 0.990318 0.325 -0.494 0.714
N 0.568464 0.523930 4.669215 -0.898 0.589 1.001
H 0.690738 -2.403343 -2.483143 -0.083 0.044 -0.118
H 2.531944 5.758722 0.948474 -0.328 -0.134 0.039
N 0.698909 1.613830 2.515892 -0.015 -0.219 0.084
H 3.218095 -2.028290 -2.324242 0.038 -0.095 0.067
Pd 0.815737 1.304662 0.179781 1.429 0.254 -0.004
H 2.056031 -3.198054 2.784958 -0.045 -0.160 0.148
H 3.035965 3.293267 1.079094 -0.420 0.244 0.157
C 2.544310 -1.968745 -1.457487 -0.032 -0.060 -0.001
H 1.982982 -0.045960 -2.057697 0.003 -0.195 0.370
C -3.465941 -2.391978 -3.164125 -0.208 0.025 0.196
H -2.545245 -0.705486 1.022230 -0.103 -0.027 0.163
H -0.491028 6.015771 -0.784637 0.237 0.021 0.100
H 0.724725 -2.941814 -0.810280 -0.141 -0.015 0.118
H -3.939369 -1.912259 -4.018033 0.030 0.071 -0.133
C -3.952716 -0.551259 -1.508064 -0.692 -0.358 -0.409
C -3.793530 -2.957472 -0.727878 -0.148 0.081 -0.186
N -0.723174 -0.408936 -0.038314 -0.228 -0.231 0.603
C 0.679360 0.995283 3.509577 0.158 0.993 -1.062
H -4.267535 -2.653815 0.204823 -0.008 -0.024 0.131
S 3.228825 1.725442 -0.541777 0.132 0.696 -0.258
H 1.526938 -0.867568 2.482244 -0.031 -0.112 -0.244
H 1.255237 -1.664524 0.936757 0.090 0.053 0.158
N -0.520884 -0.134012 -1.336738 0.193 -0.490 -0.851
H 1.623735 -3.838942 -2.041374 0.016 -0.186 -0.035
N 1.289827 -1.404113 5.961416 0.246 -0.598 0.307
N -0.979634 3.623407 -0.437806 -0.654 0.446 -0.380
C 2.028319 -1.378744 1.653918 0.136 -0.224 0.060
H -2.431252 -2.057861 -3.114740 0.059 -0.088 -0.063
O -1.360427 2.474218 -0.619493 -0.249 0.469 0.050
C -2.020234 -0.516816 0.108785 -0.247 0.177 -0.705
C 2.754843 -2.595656 2.211981 -0.200 0.181 -0.103
N -1.619447 -0.103064 -1.976649 -0.609 0.218 -0.715
H -3.485083 -3.468001 -3.320975 0.018 -0.112 -0.061
N 0.470757 6.043382 -0.451795 -0.025 0.029 -0.018
H 3.092054 -2.337721 -0.589622 0.050 0.060 -0.088
C -4.201154 -2.031210 -1.873390 0.138 0.050 0.088
H 1.683462 3.243339 1.983029 0.320 0.411 -0.011
C 2.538096 0.197664 -0.153382 -0.312 0.261 -0.260
H -4.101580 -3.978588 -0.947541 0.013 -0.063 0.011
N 1.928908 4.947016 0.983831 0.052 0.388 -0.459
H -5.279678 -2.143624 -2.027942 0.019 0.085 -0.027
N 2.188060 -0.594117 -1.230614 0.052 -0.443 -0.421
C 1.318026 -2.847231 -1.714835 0.277 0.074 0.020
H 0.889196 6.929216 -0.226724 0.024 -0.111 0.080
C 0.844829 4.916121 0.205921 -0.375 0.519 -0.396
H 3.377542 0.190128 1.646423 -0.151 -0.090 -0.301
```
Positions in Å, forces in eV/Å.

Values from the calculation:
Multiplicity = 1
DFT total energy = -1954.573746 a.u.
Charge = -1
HOMO energy = -3.414 eV
Energy above the lowest of the compared OMol25 structures with the same formula, charge and spin = 2.3684 eV
Kohn-Sham gap = 5.906 eV